(1)
{
  "formula": "C42H35AsF6N9O2S2W",
  "method": "the ωB97M-V functional and the def2-TZVPD basis",
  "de_lowest_kj_mol": 69.1,
  "lumo_energy_ev": [-7.1975, -7.9975],
  "e_tot_ev": -162255.9008,
  "spin_multiplicity": 4,
  "charge": 2,
  "homo_ha": [-0.46716, -0.50381],
  "gap_ev": [5.515, 5.712],
  "species": ["W", "C", "C", "C", "C", "N", "C", "N", "C", "N", "C", "N", "C", "C", "C", "C", "C", "N", "C", "C", "C", "C", "C", "C", "H", "H", "H", "H", "H", "H", "H", "H", "H", "H", "H", "H", "S", "C", "N", "C", "C", "N", "C", "C", "C", "C", "C", "C", "C", "C", "S", "C", "C", "C", "C", "C", "C", "C", "H", "H", "H", "H", "H", "H", "H", "H", "H", "H", "H", "H", "H", "H", "H", "H", "H", "H", "O", "N", "N", "O", "C", "C", "C", "C", "C", "C", "H", "H", "H", "H", "H", "F", "As", "F", "F", "F", "F", "F"],
  "coordinates": [[0.08630, -0.47992, -0.41739], [4.27332, -0.75361, 0.61638], [4.55518, 0.42042, 1.31335], [3.50318, 1.17995, 1.75211], [2.18506, 0.80477, 1.46779], [1.90646, -0.32893, 0.76973], [2.96782, -1.09047, 0.38286], [1.23213, 1.65654, 1.95857], [-0.02546, 1.57710, 1.77988], [-0.74246, 0.66183, 0.96117], [-2.12863, 0.84589, 1.27996], [-3.11673, 0.14557, 0.91572], [-3.06184, -0.89850, 0.02257], [-4.29070, -1.49604, -0.26940], [-4.37192, -2.49479, -1.20507], [-3.20326, -2.88931, -1.85530], [-2.02549, -2.28554, -1.51493], [-1.92109, -1.31623, -0.56541], [-2.24831, 1.98552, 2.18979], [-3.37441, 2.58033, 2.72820], [-3.16666, 3.66022, 3.57587], [-1.87844, 4.11383, 3.87542], [-0.75546, 3.50242, 3.33618], [-0.97521, 2.43462, 2.48338], [5.05427, -1.40198, 0.24808], [5.57570, 0.72542, 1.50274], [3.63782, 2.09488, 2.30957], [2.73395, -1.97532, -0.18406], [-5.15661, -1.10887, 0.24606], [-5.32320, -2.94607, -1.45142], [-3.20634, -3.64481, -2.62685], [-1.11921, -2.55673, -2.03677], [-4.36606, 2.22255, 2.48930], [-4.01679, 4.16559, 4.01354], [-1.75974, 4.95928, 4.53926], [0.24495, 3.84408, 3.56223], [-1.15236, -2.36485, 2.57258], [0.32604, -3.22712, 2.79737], [0.73060, -3.66961, 3.98076], [1.96008, -4.45728, 4.03889], [2.05822, -5.32452, 2.80085], [1.96093, -4.49294, 1.60023], [2.80940, -4.85870, 0.46622], [4.27540, -4.91066, 0.84420], [4.81578, -4.03993, 1.78349], [6.16294, -4.10359, 2.10906], [6.98311, -5.03930, 1.49361], [6.44700, -5.91827, 0.56499], [5.09648, -5.86126, 0.25009], [1.03379, -3.50979, 1.60536], [0.34904, -2.92118, 0.09773], [-0.08581, -3.58137, 5.20167], [-0.66218, -4.92602, 5.56742], [-0.26537, -5.55881, 6.73832], [-0.77154, -6.81146, 7.06247], [-1.67168, -7.43444, 6.21337], [-2.07304, -6.80467, 5.04053], [-1.57147, -5.55478, 4.71883], [1.91117, -5.08806, 4.92492], [2.82318, -3.79223, 4.12506], [1.25345, -6.06602, 2.79261], [3.01578, -5.84027, 2.77982], [2.61634, -4.15094, -0.34006], [2.50307, -5.84298, 0.10321], [4.17927, -3.32208, 2.28186], [6.57369, -3.43028, 2.85128], [8.03291, -5.09247, 1.74814], [7.07750, -6.65935, 0.09276], [4.68192, -6.56027, -0.46685], [-0.86404, -2.83354, 5.03087], [0.55337, -3.20968, 6.00408], [0.43319, -5.06941, 7.40776], [-0.46328, -7.29641, 7.97873], [-2.06833, -8.40833, 6.46634], [-2.78588, -7.28648, 4.38481], [-1.89993, -5.06024, 3.81116], [1.34479, -1.21297, -1.93138], [2.04806, -0.36465, -2.61131], [1.85769, 0.82089, -2.25300], [1.04793, 1.06984, -1.22706], [2.54274, 1.94423, -2.85336], [3.23894, 1.74585, -4.03646], [3.88569, 2.83147, -4.59830], [3.82172, 4.07952, -3.98971], [3.10605, 4.25055, -2.81383], [2.45214, 3.17677, -2.23100], [3.26139, 0.77578, -4.51110], [4.43004, 2.70476, -5.52351], [4.32228, 4.92420, -4.44271], [3.04432, 5.22578, -2.35159], [1.86982, 3.29978, -1.33009], [-1.68324, 2.01870, -1.51568], [-1.85721, 1.36664, -3.12388], [-0.78714, -0.12560, -2.39361], [-1.83642, 0.44550, -4.55220], [-3.22160, 0.47958, -2.56531], [-2.76159, 2.66807, -3.70410], [-0.33729, 2.05522, -3.52956]],
  "forces_ev_per_a": [[0.3, -0.1, -1.3], [0.0, -0.1, 0.0], [0.0, 0.0, 0.0], [0.0, 0.0, 0.0], [-0.1, 0.0, 0.0], [0.2, 0.2, 0.1], [0.0, 0.0, 0.0], [0.0, -0.1, -0.1], [0.1, 0.1, 0.0], [-0.1, -0.2, 0.2], [0.0, 0.0, 0.0], [0.0, 0.0, -0.1], [0.1, 0.0, 0.1], [0.0, 0.0, 0.0], [0.0, 0.0, 0.0], [0.0, 0.0, 0.0], [0.0, 0.0, 0.0], [-0.2, 0.0, -0.1], [0.0, -0.1, -0.1], [0.0, 0.0, 0.0], [0.0, 0.0, 0.0], [0.0, 0.0, 0.0], [0.0, 0.0, 0.0], [0.0, 0.0, -0.1], [0.0, 0.0, 0.0], [0.0, 0.0, 0.0], [0.0, 0.0, 0.0], [0.0, 0.0, 0.0], [0.0, 0.0, 0.0], [0.0, 0.0, 0.0], [0.0, 0.0, 0.0], [0.0, 0.0, 0.0], [0.0, 0.0, 0.0], [0.0, 0.0, 0.0], [0.0, 0.0, 0.0], [0.0, 0.0, 0.0], [0.0, 0.1, -0.2], [-0.1, -0.1, 0.0], [0.0, 0.0, -0.1], [0.0, -0.1, 0.0], [0.0, 0.0, 0.1], [0.2, 0.3, 0.1], [-0.1, 0.0, 0.0], [0.0, 0.0, 0.0], [0.1, 0.0, 0.0], [0.0, 0.0, 0.0], [0.0, 0.0, 0.0], [0.0, 0.0, 0.0], [0.0, 0.0, -0.1], [0.2, -0.1, -0.1], [-0.4, -0.2, 0.4], [0.0, 0.0, 0.0], [0.0, 0.0, 0.0], [0.0, 0.0, 0.0], [0.0, 0.0, 0.0], [0.0, 0.0, 0.0], [0.0, 0.0, 0.0], [0.0, 0.0, 0.0], [0.0, 0.0, 0.0], [0.0, 0.0, 0.0], [0.0, 0.0, 0.0], [0.0, 0.0, 0.0], [0.0, 0.0, 0.0], [-0.1, 0.0, 0.0], [-0.1, 0.1, 0.0], [0.0, 0.0, 0.0], [0.0, 0.0, 0.0], [0.0, 0.0, 0.0], [0.0, 0.0, 0.0], [0.0, 0.0, 0.0], [0.0, 0.0, 0.0], [0.0, 0.0, 0.0], [0.0, 0.0, 0.0], [0.0, 0.0, 0.0], [0.0, 0.0, 0.0], [0.0, 0.0, 0.0], [0.0, 0.1, 0.3], [0.0, 0.2, -0.1], [0.1, -0.1, 0.0], [0.0, 0.0, 0.3], [-0.1, -0.1, -0.1], [0.0, -0.1, 0.0], [0.0, 0.0, 0.0], [0.0, 0.0, 0.0], [0.0, 0.0, 0.0], [0.0, 0.0, 0.1], [0.0, 0.0, 0.0], [0.0, 0.0, 0.0], [0.0, 0.0, 0.0], [0.0, 0.0, 0.0], [0.0, 0.0, 0.0], [0.0, -0.2, -0.1], [-0.2, 0.3, 0.0], [0.0, 0.2, 0.5], [0.0, 0.0, 0.0], [0.1, -0.1, 0.1], [0.0, -0.1, 0.0], [0.0, -0.1, 0.1]],
  "lowdin_spin": [0.92, 0.00, 0.00, 0.00, 0.00, 0.00, 0.01, -0.01, 0.01, 0.00, 0.02, 0.00, 0.01, 0.00, 0.00, 0.00, 0.01, 0.02, 0.00, 0.00, 0.00, 0.00, 0.00, 0.00, 0.00, 0.00, 0.00, 0.00, 0.00, 0.00, 0.00, 0.00, 0.00, 0.00, 0.00, 0.00, 0.75, 0.18, 0.15, 0.01, 0.02, 0.25, 0.02, 0.01, 0.00, 0.00, 0.00, 0.00, 0.00, 0.23, 0.21, 0.04, 0.01, 0.00, 0.00, 0.00, 0.00, 0.00, 0.00, 0.00, 0.01, 0.00, 0.00, 0.01, 0.00, 0.00, 0.00, 0.00, 0.00, 0.02, 0.00, 0.00, 0.00, 0.00, 0.00, 0.00, 0.03, 0.00, 0.02, 0.00, 0.00, 0.00, 0.00, 0.00, 0.00, 0.00, 0.00, 0.00, 0.00, 0.00, 0.00, 0.00, 0.00, 0.02, 0.00, 0.00, 0.00, 0.00]
}

(2)
{
  "formula": "C6H12O2S",
  "method": "the ωB97M-V functional and the def2-TZVPD basis",
  "de_lowest_kj_mol": 437.5,
  "lumo_energy_ev": 0.7140,
  "e_tot_ev": -21342.9988,
  "homo_ha": -0.34288,
  "gap_ev": 10.044,
  "species": ["C", "C", "C", "C", "C", "C", "O", "O", "S", "H", "H", "H", "H", "H", "H", "H", "H", "H", "H", "H", "H"],
  "coordinates": [[-1.94332, 1.88806, -0.45780], [-1.10212, 1.62511, 0.76174], [-1.28686, 0.54607, -0.23061], [2.08426, -1.86733, 0.48944], [3.18241, 0.20326, -0.31128], [2.35567, -0.40257, 0.55877], [-2.28978, -1.82618, -0.89470], [-3.77926, -0.00900, 0.27295], [-2.48514, -0.68008, 0.33853], [-2.96662, 1.75669, -0.47579], [-1.49898, 2.40971, -1.31371], [-0.03293, 2.10965, 0.82538], [-1.65352, 1.67555, 1.68250], [-0.48241, 0.02113, -0.90103], [2.89414, -2.21112, -0.08851], [2.15153, -2.28912, 1.40005], [1.16305, -1.90166, 0.08965], [-3.14542, -2.03418, -1.37886], [3.48009, 1.25442, -0.49104], [3.66539, -0.34364, -1.09824], [1.68983, 0.07522, 1.22258]],
  "forces_ev_per_a": [[3.2, -0.3, -1.7], [2.1, 1.9, -0.2], [0.7, -2.0, -1.4], [2.9, 2.8, -1.0], [-0.2, 0.6, 0.1], [1.0, 0.6, -1.4], [-1.3, 0.5, -0.5], [-0.5, -0.2, -0.3], [0.6, -1.1, 0.3], [-2.1, 0.5, 0.4], [-0.3, 0.1, 0.5], [-2.3, -1.0, -0.2], [0.0, -0.5, 0.4], [-1.4, 1.5, 1.5], [0.4, -1.3, -1.2], [-0.1, -1.6, 3.2], [-3.2, -1.1, -1.6], [1.3, 0.7, 1.0], [-0.9, -0.3, 1.0], [0.2, -0.9, 0.0], [-0.2, 1.2, 0.9]],
  "mulliken_charge": [-0.65, -0.71, 0.08, -1.08, -0.73, 0.03, -0.52, -0.59, 0.56, 0.39, 0.21, 0.21, 0.30, 0.38, 0.38, 0.35, 0.19, 0.32, 0.26, 0.20, 0.40]
}

(3)
{
  "formula": "C36H54FN14O8PSc",
  "method": "the ωB97M-V functional and the def2-TZVPD basis",
  "de_lowest_kj_mol": 52.8,
  "lumo_energy_ev": -7.0977,
  "e_tot_ev": -108145.6255,
  "charge": 3,
  "homo_ha": -0.54375,
  "gap_ev": 7.698,
  "species": ["Sc", "O", "C", "C", "C", "C", "C", "C", "C", "N", "C", "C", "N", "H", "H", "H", "H", "H", "H", "H", "N", "C", "C", "C", "N", "C", "C", "N", "C", "H", "H", "H", "H", "H", "H", "H", "H", "H", "H", "H", "H", "H", "H", "H", "H", "N", "N", "H", "H", "H", "H", "F", "C", "C", "N", "C", "C", "O", "O", "C", "O", "N", "C", "O", "H", "H", "H", "H", "C", "C", "C", "C", "C", "N", "C", "O", "N", "C", "C", "C", "C", "N", "C", "C", "C", "H", "H", "H", "H", "H", "H", "H", "H", "H", "H", "H", "H", "H", "N", "C", "P", "O", "O", "C", "N", "H", "H", "H", "H", "H", "H", "H", "H", "H", "H"],
  "coordinates": [[-0.44633, 0.04119, 0.36521], [1.00068, -0.73615, -0.73198], [1.62775, -1.93532, -0.76414], [3.01953, -1.99941, -0.71380], [3.67264, -3.22196, -0.70866], [2.94055, -4.40236, -0.75717], [1.56145, -4.34508, -0.84696], [0.88994, -3.12036, -0.86943], [-0.55758, -3.03778, -1.06347], [-1.33102, -1.99352, -0.79161], [-2.61611, -2.36234, -1.14159], [-2.60861, -3.62271, -1.64754], [-1.30504, -4.03953, -1.57861], [3.59177, -1.07923, -0.69599], [4.75392, -3.24579, -0.66214], [3.44236, -5.35947, -0.74076], [1.00088, -5.27143, -0.88898], [-3.46088, -1.70814, -0.98907], [-3.39018, -4.25888, -2.02536], [-0.96503, -4.93578, -1.88909], [0.25007, 3.42967, -2.73745], [-0.41543, 3.02900, -4.00370], [0.51400, 2.10855, -4.79444], [0.69631, 0.75818, -4.11420], [1.46639, 0.98895, -2.83362], [-0.63464, 0.06381, -3.85057], [-1.70629, 0.92123, -3.17592], [-1.58449, 0.83094, -1.68438], [-1.75047, 2.34557, -3.72812], [0.91645, 4.17195, -2.93112], [1.12549, 1.89781, -2.44563], [-0.44204, 3.83095, -2.11339], [-0.62133, 3.90850, -4.61848], [1.48266, 2.59183, -4.95096], [0.09622, 1.93973, -5.78855], [1.31108, 0.10344, -4.73071], [2.46170, 1.07644, -3.03120], [1.32762, 0.24970, -2.10534], [-0.48520, -0.86120, -3.28694], [-1.01033, -0.23560, -4.83162], [-2.67160, 0.47586, -3.42893], [-1.95641, -0.10241, -1.49709], [-2.25206, 1.47156, -1.25756], [-2.38014, 2.97731, -3.09348], [-2.27464, 2.28921, -4.68507], [-0.11056, -2.04783, 2.81136], [0.30321, -0.70627, 2.48277], [0.45412, -2.37776, 3.58917], [0.09504, -2.64350, 2.01461], [1.28521, -0.58009, 2.72923], [-0.22423, -0.08064, 3.09531], [-2.33442, -5.96201, 1.72856], [-3.14321, -4.91324, 1.58649], [-2.99574, -3.81839, 2.33250], [-3.79960, -2.71144, 2.14485], [-3.63422, -1.49321, 2.90573], [-3.12853, -0.34203, 2.04600], [-3.60317, 0.79161, 2.17277], [-2.16712, -0.61399, 1.25740], [-4.78450, -2.68021, 1.17918], [-5.39306, -1.65883, 0.92943], [-4.98936, -3.86909, 0.52101], [-4.17516, -5.00445, 0.55303], [-4.31423, -5.91024, -0.22777], [-2.23464, -3.74022, 3.09403], [-2.88290, -1.67323, 3.67581], [-4.57493, -1.20495, 3.36956], [-5.73412, -3.87060, -0.16443], [1.27236, 0.52903, 7.02799], [2.09548, 0.09885, 5.84577], [2.14238, -1.23011, 5.43532], [2.94285, -1.63183, 4.37592], [3.73902, -0.71325, 3.69259], [4.51944, -1.22349, 2.63166], [5.31453, -0.63872, 1.68192], [6.13754, -1.26637, 1.06652], [5.18805, 0.75954, 1.47268], [4.03308, 1.41895, 1.08934], [4.10086, 2.75175, 0.67987], [2.94101, 3.39931, 0.29352], [1.73296, 2.72060, 0.34985], [1.65014, 1.44906, 0.76124], [2.77199, 0.81436, 1.09720], [3.73054, 0.61638, 4.11196], [2.91090, 1.00140, 5.16565], [0.59394, -0.25936, 7.34837], [0.67715, 1.41576, 6.80312], [1.91557, 0.77524, 7.87404], [1.56824, -1.97464, 5.97515], [2.98013, -2.67985, 4.09695], [4.67815, -2.22188, 2.65533], [6.03696, 1.10905, 1.04577], [5.05452, 3.26540, 0.65215], [2.97764, 4.42333, -0.05460], [0.80546, 3.17573, 0.03207], [2.68285, -0.23321, 1.34118], [4.40569, 1.33548, 3.67341], [2.96592, 2.02810, 5.51586], [0.90720, 3.41491, 3.46029], [-0.21744, 4.03407, 2.67661], [-1.40854, 2.63444, 2.36745], [-1.24064, 1.83368, 3.62069], [-1.08033, 2.02597, 1.02095], [-3.04776, 3.48358, 2.34645], [-3.93267, 2.93924, 3.41733], [1.38284, 4.08253, 4.06787], [1.60074, 2.99462, 2.83372], [0.48036, 2.65292, 4.02447], [0.18538, 4.50762, 1.78637], [-0.67222, 4.79362, 3.31025], [-3.54061, 3.30681, 1.39477], [-2.92442, 4.55651, 2.49589], [-4.05417, 1.91039, 3.17298], [-4.84687, 3.39381, 3.41256], [-3.52597, 3.02926, 4.34781]],
  "forces_ev_per_a": [[-0.4, -0.3, -0.2], [0.5, 0.0, -0.1], [0.0, 0.0, -0.1], [0.0, 0.0, 0.0], [0.0, 0.0, 0.0], [0.0, 0.0, 0.0], [0.0, 0.0, 0.0], [-0.1, 0.0, 0.0], [0.0, 0.0, 0.0], [0.3, -0.1, 0.2], [0.0, 0.0, 0.0], [0.0, 0.0, 0.0], [0.0, 0.0, 0.0], [0.0, 0.0, 0.0], [0.0, 0.0, 0.0], [0.0, 0.0, 0.0], [0.0, 0.0, 0.0], [0.0, 0.0, 0.0], [0.0, 0.0, 0.0], [0.0, 0.0, 0.0], [-0.1, 0.1, 0.0], [0.0, 0.0, 0.0], [0.0, 0.0, -0.1], [0.1, -0.1, 0.0], [0.1, -0.3, 0.1], [0.0, 0.0, 0.0], [0.0, -0.1, 0.0], [0.1, 0.0, 0.3], [0.0, 0.0, 0.0], [0.0, 0.0, 0.0], [0.0, 0.1, 0.0], [0.0, 0.0, 0.0], [0.0, 0.0, 0.0], [0.0, 0.0, 0.0], [0.0, 0.0, 0.0], [0.0, 0.0, 0.0], [0.0, 0.0, 0.0], [0.0, -0.1, -0.1], [0.0, 0.0, 0.0], [0.0, 0.0, 0.0], [0.0, 0.0, 0.0], [-0.2, 0.1, 0.0], [0.0, 0.0, -0.1], [0.0, 0.0, 0.0], [0.0, 0.0, 0.0], [0.1, 0.0, 0.0], [-0.1, 0.0, -0.1], [0.0, 0.0, 0.0], [0.0, 0.0, 0.0], [0.0, 0.0, 0.0], [0.0, 0.0, 0.0], [0.0, 0.0, 0.0], [0.0, 0.0, 0.0], [0.0, 0.0, 0.0], [-0.1, 0.0, 0.1], [0.0, 0.0, 0.0], [0.1, -0.1, 0.1], [-0.1, 0.1, 0.0], [-0.2, 0.2, 0.0], [0.0, 0.0, 0.0], [0.0, 0.0, 0.0], [0.0, 0.0, 0.0], [0.0, 0.0, 0.0], [0.0, 0.0, 0.0], [0.0, 0.0, 0.0], [0.0, 0.0, 0.0], [0.0, 0.0, 0.0], [0.0, 0.0, 0.0], [0.0, 0.0, 0.0], [0.0, 0.0, 0.0], [0.0, 0.0, 0.0], [0.0, 0.0, 0.0], [0.0, 0.0, -0.1], [-0.1, 0.0, 0.0], [0.2, 0.1, 0.1], [-0.1, 0.0, -0.1], [-0.1, -0.1, -0.1], [0.0, 0.0, 0.0], [0.0, 0.0, 0.0], [0.0, 0.0, 0.0], [0.0, 0.0, 0.0], [0.0, 0.1, -0.1], [0.1, 0.0, 0.0], [0.0, 0.0, 0.0], [0.0, 0.0, 0.0], [0.0, 0.0, 0.0], [0.0, 0.0, 0.0], [0.0, 0.0, 0.0], [0.0, 0.0, 0.0], [0.0, 0.0, 0.0], [0.0, 0.0, 0.0], [0.0, 0.0, 0.0], [0.0, 0.0, 0.0], [0.0, 0.0, 0.0], [0.0, 0.0, 0.0], [0.0, 0.0, 0.0], [0.0, 0.0, 0.0], [0.0, 0.0, 0.0], [0.0, 0.1, 0.0], [0.1, 0.0, 0.0], [0.0, -0.1, -0.1], [0.0, 0.0, 0.1], [-0.1, 0.2, 0.1], [0.0, 0.1, 0.1], [-0.2, 0.0, -0.1], [0.0, 0.0, 0.0], [0.0, 0.0, 0.0], [0.0, 0.0, 0.0], [0.0, 0.0, 0.0], [0.0, 0.0, 0.0], [0.0, 0.0, 0.0], [0.0, 0.0, 0.0], [0.1, 0.0, 0.1], [0.0, 0.0, 0.0], [0.0, -0.1, 0.0]],
  "mulliken_charge": [-1.13, 2.06, 0.33, -0.41, -1.17, -1.18, -1.17, 0.83, -0.57, 1.71, -0.68, -1.83, 0.22, 0.71, 0.54, 0.46, 0.50, 0.84, 0.59, 0.29, -0.64, 0.13, -1.37, 0.11, 0.62, -1.05, 0.20, 0.04, -1.77, 0.28, 0.29, 0.20, 0.37, 0.40, 0.54, 0.49, 0.52, -1.13, -0.10, 0.63, 0.71, -0.31, 0.11, 0.41, 0.52, -0.58, 1.53, 0.26, 0.06, -1.08, 0.16, -0.39, 0.37, -0.12, 0.32, -1.35, 0.66, -0.89, 1.10, 0.19, -0.62, 0.08, 0.12, -0.57, 0.59, 0.40, 0.38, 0.30, -1.59, 0.59, -0.53, -0.86, -0.02, 0.12, 0.05, -0.59, -0.02, 0.05, -1.15, -1.63, -1.07, 2.32, -1.39, -0.07, -0.75, 0.40, 0.30, 0.37, 0.50, 0.34, 0.29, 0.37, 0.57, 0.63, 0.79, 0.56, 0.73, 0.77, 0.02, -0.94, 1.09, -1.16, -0.31, -1.32, -0.13, 0.46, -0.12, 0.29, 0.33, 0.69, 0.36, 0.55, 0.30, 0.43, 0.34]
}

- Which formula does entry 2 have?
  C6H12O2S